Entry 1:
Below is C30H47Cl2HgN4O6S2Si as an isolated structure, with properties calculated with the ωB97M-V functional and the def2-TZVPD basis.

Total charge: -1
HOMO-LUMO gap, eV: 4.914
HOMO, eV: -3.53

```
93
Properties=species:S:1:pos:R:3:forces:R:3
C -1.1582 -0.7793 -4.6436 0.102 0.337 -0.075
C -0.7505 -2.0570 -3.9790 0.116 -1.114 0.494
H -0.9497 -0.7819 -5.7225 -0.134 0.065 0.290
H -0.6223 0.0678 -4.1818 -0.192 -0.295 -0.068
H -2.2421 -0.6081 -4.5006 0.373 -0.059 -0.026
C -0.2631 -3.1311 -4.6100 -0.234 0.716 0.180
C 0.0511 -3.2051 -6.0609 0.224 -0.248 -0.623
H -0.0500 -4.0314 -4.0430 -0.003 0.049 0.069
H 0.1813 -2.2260 -6.5449 -0.053 -0.313 0.200
H -0.7347 -3.7489 -6.6017 0.107 0.038 -0.108
H 0.9817 -3.7724 -6.1972 -0.105 0.101 -0.148
Hg -0.6419 2.3358 -0.7997 1.294 -2.073 0.324
Cl 1.4685 2.4410 -2.1568 -1.089 -0.125 0.366
C 0.8519 -3.0561 1.5892 2.317 0.987 -0.645
O 1.9984 -2.6001 1.3467 -2.522 -1.134 0.974
N 0.5989 -3.9588 2.5590 -0.007 -0.354 0.183
C 1.6985 -4.5218 3.3288 -0.143 0.027 -0.114
C -0.6705 -4.6661 2.6221 0.070 -0.030 0.059
H -0.0425 -2.7316 1.0338 0.171 0.019 -0.029
H 2.5453 -3.8290 3.2851 -0.211 -0.236 -0.002
H 1.9983 -5.5056 2.9316 -0.002 0.263 0.025
H 1.3661 -4.6672 4.3636 0.100 0.075 -0.112
H -1.4496 -4.0948 2.1027 0.226 -0.147 0.107
H -0.9491 -4.8055 3.6757 -0.049 0.102 -0.215
H -0.5929 -5.6596 2.1513 -0.042 0.290 0.084
H 0.7336 3.0944 5.2137 -0.040 0.005 -0.258
H -1.1793 4.7892 5.1862 0.008 0.123 -0.193
C 1.0430 3.4642 4.2272 -0.017 -0.005 0.057
C -0.7939 5.1428 4.2227 -0.012 -0.233 0.003
N -0.0994 4.0542 3.5472 0.055 0.367 -0.022
H 1.4240 2.6391 3.6214 -0.019 0.171 0.115
C -0.3297 3.8221 2.2458 1.004 -0.904 -0.619
O 0.3962 3.1110 1.5160 -1.330 1.091 0.774
H -1.6347 5.4758 3.6064 0.154 -0.113 0.214
H -1.2514 4.3075 1.8804 0.250 -0.071 0.183
H 1.8335 4.2104 4.3917 -0.100 -0.119 -0.172
H -0.1071 5.9847 4.3896 -0.095 -0.147 -0.002
H 2.0413 -0.0623 -3.8182 0.163 0.076 0.218
H 2.4302 -2.7853 -3.2146 0.004 -0.127 -0.016
C 3.0129 -0.0540 -3.2963 -0.056 -0.084 -0.040
C 3.2850 -2.3934 -2.6544 -0.385 0.410 0.151
N 3.0295 -1.0315 -2.2360 0.424 0.394 0.362
H 3.1983 0.9427 -2.8839 0.040 -0.369 -0.217
C 2.6422 -0.7393 -0.9531 -0.201 -1.465 0.291
O 2.5053 0.3446 -0.4290 0.264 0.393 -0.372
H 3.4875 -3.0124 -1.7761 -0.052 -0.013 -0.166
H 2.4636 -1.6558 -0.3428 0.303 0.402 -0.570
H 3.7869 -0.3445 -4.0159 0.048 0.275 -0.006
H 4.1503 -2.4032 -3.3236 0.110 -0.062 0.129
O 0.0540 -1.1726 -1.9694 0.911 0.851 0.624
C -0.8516 -2.0158 -2.4353 -0.671 0.015 -0.158
C 0.4201 -3.9934 -1.4824 0.182 -0.417 0.190
C -0.8131 -3.3940 -1.7358 -0.125 0.366 -0.500
H 1.3213 -3.3948 -1.6624 -0.585 -0.398 0.003
C 0.4910 -5.3017 -0.9782 -0.237 0.447 0.048
H -1.8899 -1.6552 -2.2618 -0.571 -0.013 0.163
C -1.9892 -4.0320 -1.3382 0.440 -0.351 -0.084
H 1.4711 -5.7719 -0.8315 -0.416 0.118 0.003
C -0.6962 -5.9753 -0.6517 0.068 0.120 -0.113
C -1.9267 -5.3225 -0.8127 0.233 -0.110 0.146
H -2.9436 -3.5171 -1.4533 0.182 -0.147 -0.073
H -0.6573 -6.9971 -0.2582 -0.058 0.353 -0.143
H -2.8455 -5.8245 -0.5240 0.062 -0.036 0.021
Si -0.3843 4.9299 -2.3204 0.240 0.698 -1.608
Cl -1.5560 3.1171 -3.1457 0.463 1.607 0.012
C 1.4749 5.3291 -2.3555 0.777 -0.545 0.624
C -1.4075 5.1942 -0.7556 -0.189 0.322 0.121
C -0.7467 6.3732 -3.5384 -0.773 -0.373 0.186
H 2.1341 4.5441 -1.9500 -0.422 0.737 -0.151
H 1.6841 6.2556 -1.8006 -0.403 0.082 -0.084
H 1.7797 5.5107 -3.3997 -0.262 -0.187 0.355
H 0.0162 6.4033 -4.3389 -0.499 -0.108 0.415
H -0.6348 7.2942 -2.9292 -0.097 -0.352 -0.332
H -1.7548 6.3449 -3.9803 0.317 0.202 0.100
H -1.5558 4.4186 0.0119 0.215 0.102 -0.380
H -2.4270 5.4541 -1.0758 0.243 -0.077 -0.100
H -1.0011 6.0706 -0.2358 0.044 -0.107 -0.012
O -4.6676 1.4445 3.7640 0.393 0.224 -0.343
S -3.3978 2.0491 3.4536 1.496 -0.534 -0.394
O -3.2336 3.4645 3.7412 -0.239 -0.656 -0.421
N -2.8388 1.6622 1.9183 -0.625 0.287 -0.080
C -1.8007 0.8489 1.8927 -1.496 1.632 -0.361
S -1.1556 0.2760 0.4241 0.609 -0.453 -0.273
C -1.2482 0.5630 3.2211 0.342 -0.123 1.557
C -0.0669 -0.0770 3.6194 -0.029 -0.193 -0.175
C 0.2779 -0.0949 4.9813 -0.346 0.101 0.070
C -0.5564 0.5070 5.9400 -0.042 -0.205 -0.282
C -1.7475 1.1255 5.5504 0.069 -0.029 -0.315
C -2.0431 1.1673 4.1939 0.171 -0.228 1.150
H 0.5697 -0.5600 2.8686 -0.165 0.279 0.246
H 1.1912 -0.5981 5.3216 -0.365 0.248 -0.309
H -0.2955 0.4801 6.9979 0.021 -0.051 -0.263
H -2.4430 1.5621 6.2685 0.303 -0.036 -0.113
```
Positions in Å, forces in eV/Å.

Entry 2:
Below is a 8-piece molecular cluster, C30H47Cl7N5O4 overall, with properties calculated with the ωB97M-V functional and the def2-TZVPD basis.

Total charge: +1
HOMO-LUMO gap, eV: 5.490
HOMO, eV: -11.14

```
93
Properties=species:S:1:pos:R:3:forces:R:3
C 0.8541 -3.2233 9.2224 0.130 -0.853 -0.225
N 0.8031 -3.4581 7.7508 0.273 0.207 0.474
C -0.3106 -3.9057 7.1689 -0.028 -0.010 -0.395
C -0.3854 -3.9844 5.7915 0.200 0.635 -0.545
C 0.7402 -3.6867 5.0234 0.240 -0.129 0.736
C 1.9215 -3.2661 5.6889 -1.117 -0.035 -1.579
C 1.9068 -3.1258 7.0421 -0.140 -0.056 0.220
C 0.7048 -3.8477 3.5349 -0.005 0.027 0.368
C 1.3546 -4.9186 2.9401 -0.070 -0.037 -0.643
C 1.3415 -5.0161 1.5528 0.858 0.356 0.189
N 0.8237 -4.0414 0.7902 -1.385 -0.103 0.186
C 0.1214 -3.0355 1.3548 0.344 -0.030 0.402
C 0.0347 -2.9409 2.7317 0.251 0.774 -0.342
C 0.7569 -4.1141 -0.7055 0.022 -0.218 0.868
H -0.1294 -3.3911 9.6493 -0.061 0.321 -0.070
H 1.2411 -2.2247 9.3926 -0.155 0.026 0.140
H 1.5131 -3.9843 9.6386 0.135 0.190 0.100
H -1.1304 -4.2120 7.8023 -0.028 0.272 0.105
H -1.3364 -4.0985 5.2887 -0.050 -0.616 0.215
H 2.7082 -2.9216 5.0316 0.505 -0.129 0.505
H 2.7422 -2.7491 7.6141 0.008 0.046 -0.025
H 1.8840 -5.6574 3.5238 -0.043 -0.090 -0.057
H 1.8807 -5.7924 1.0287 -0.139 -0.115 0.000
H -0.3180 -2.2894 0.6992 -0.015 0.021 -0.074
H -0.4174 -2.0438 3.1355 -0.261 -0.123 0.030
H 1.3999 -4.9296 -1.0206 0.251 0.338 -0.263
H 1.0264 -3.1119 -1.0279 0.153 -0.240 -0.548
H -0.2708 -4.3622 -0.9628 -0.007 0.157 -0.110
Cl -0.8689 0.7210 -0.2314 0.171 1.508 0.262
O -0.6678 -0.3148 -1.2225 0.026 -0.409 -0.007
O 0.4223 1.0749 0.3450 -0.039 0.032 -0.543
O -1.5178 1.8695 -0.8323 0.744 -0.360 -0.210
O -1.7082 0.2821 0.8335 -0.536 -1.212 0.662
Cl 4.7945 -0.2584 1.5826 0.233 0.070 0.484
C 3.9550 0.3933 0.1811 -1.069 -0.663 -0.783
C 3.2241 -0.7401 -0.5421 1.258 -0.041 -0.242
Cl 4.4199 -1.8972 -1.2543 0.002 -0.114 -0.030
H 4.6685 0.8517 -0.4972 0.049 0.142 0.158
H 3.1707 1.0847 0.4889 0.262 0.202 0.186
H 2.6942 -0.3703 -1.4148 -0.516 0.061 0.354
H 2.6725 -1.3599 0.1566 -0.512 0.361 -0.087
Cl -4.5081 -2.8341 -3.0740 -0.470 -0.004 0.063
C -3.7911 -1.6639 -1.9707 1.859 0.002 0.848
C -4.4184 -0.3147 -1.8204 -0.250 0.536 -0.587
Cl -6.0769 -0.4626 -1.1395 0.337 0.183 -0.266
H -2.7615 -1.5641 -2.3240 -0.131 0.496 -0.215
H -3.6149 -2.0835 -0.9766 -0.650 -0.396 -0.059
H -4.3952 0.2400 -2.7603 -0.736 -0.292 -0.158
H -3.8540 0.3580 -1.1745 0.140 -0.518 0.436
Cl -5.1882 5.7140 -1.1270 0.261 -0.303 0.179
C -4.1432 4.2550 -1.0723 0.035 -0.319 0.312
C -4.0668 3.5826 -2.3983 0.900 -0.341 -1.031
Cl -5.5776 2.8013 -2.9058 -0.173 0.234 -0.034
H -4.5119 3.5427 -0.3349 -0.293 0.282 0.092
H -3.1389 4.5320 -0.7540 -0.059 0.259 -0.097
H -3.3134 2.7923 -2.4324 -0.121 -0.040 0.607
H -3.7004 4.2502 -3.1807 -0.562 0.231 -0.019
C 2.5998 2.9523 -2.8318 -0.676 0.227 0.646
C 1.2973 2.1965 -3.1326 0.291 -0.751 -1.079
C 0.0815 3.0796 -3.3229 -0.067 0.960 -0.266
C -1.0602 2.4568 -4.0067 0.182 -0.064 0.540
N -1.9645 2.0032 -4.5506 0.082 -0.087 -0.028
H 2.7874 3.7771 -3.5208 -0.111 -0.236 -0.335
H 3.4606 2.2863 -2.8480 0.011 -0.019 0.048
H 2.5401 3.4475 -1.8584 0.114 -0.209 0.152
H 1.0173 1.4075 -2.4309 0.388 0.194 0.402
H 1.4544 1.6461 -4.0673 -0.004 0.129 -0.064
H 0.3262 3.9385 -3.9574 0.179 0.013 0.055
H -0.2180 3.4941 -2.3589 -0.340 -0.126 -0.040
C 1.0761 -0.3453 -6.1451 -0.148 -0.077 -0.167
C 0.8750 -1.0868 -4.8167 1.296 0.021 -0.341
C -0.5536 -1.2450 -4.3514 -0.349 -0.415 -0.468
C -1.4129 -1.8524 -5.3775 -0.238 0.113 0.025
N -2.1548 -2.3558 -6.0944 0.164 -0.025 -0.136
H 1.1304 -1.0283 -6.9935 -0.108 -0.082 0.072
H 2.0282 0.1843 -6.1155 -0.065 0.148 -0.096
H 0.2681 0.3520 -6.3738 0.073 0.147 0.179
H 1.4783 -0.5620 -4.0705 -0.414 0.012 0.287
H 1.3959 -2.0434 -4.9216 -0.339 -0.200 0.119
H -0.9827 -0.2745 -4.0975 -0.046 -0.136 0.210
H -0.6396 -1.9510 -3.5224 0.156 0.397 0.344
C -0.9051 4.8817 1.3029 -0.835 -0.238 0.724
C 0.2441 5.4066 0.4815 0.294 -0.017 0.938
C 1.5728 4.7011 0.8088 0.047 0.560 0.363
C 1.8359 4.7131 2.2611 -0.026 -0.350 -0.391
N 2.0724 4.6969 3.3835 -0.026 0.038 0.133
H -0.9447 3.7913 1.3245 -0.304 -0.033 -0.436
H -1.8436 5.3358 0.9776 -0.060 -0.408 -0.335
H -0.9015 5.1581 2.3619 0.649 0.188 -0.055
H 0.3629 6.4485 0.7872 0.059 0.161 -0.657
H 0.0216 5.2940 -0.5784 0.151 0.258 -0.050
H 2.3980 5.2738 0.3799 0.039 -0.229 -0.270
H 1.5980 3.6725 0.4482 -0.041 -0.035 0.041
```
Positions in Å, forces in eV/Å.

Short version: maximum force = 2.93 2.04 eV/A, in the order given.